# 1
14
Properties=species:S:1:pos:R:3:mulliken_charge:R:1 method="wB97M-V/def2-TZVPD" e_tot_ev=-8371.6736 multiplicity=1 smiles="C[C@H](C=O)CO" homo_energy_ev=-10.0
H 1.423 -0.727 -1.068 0.329
H -1.000 0.141 -1.559 0.304
H 0.317 1.435 0.806 0.330
C 1.475 0.261 -0.602 -1.429
C 0.032 -0.669 1.213 -0.110
H -1.643 1.408 -0.499 0.300
H -0.283 -0.437 2.245 0.355
C 0.227 0.494 0.248 0.529
O -1.983 -0.476 0.161 -0.545
C -1.128 0.443 -0.512 -0.606
H -1.555 -1.351 0.078 0.341
H 2.374 0.285 0.026 0.376
H 1.593 1.017 -1.384 0.373
O 0.151 -1.823 0.847 -0.546

# 2
14
Properties=species:S:1:pos:R:3:mulliken_charge:R:1 method="wB97M-V/def2-TZVPD" e_tot_ev=-8369.7638 multiplicity=1 homo_energy_ev=-8.8
O 1.683 0.794 0.759 -0.553
H -2.599 1.002 -0.889 0.223
C 1.074 -1.059 -0.010 -0.426
O -1.044 -0.247 -0.599 -0.290
H 0.764 0.386 0.997 0.466
H 2.780 0.046 -0.911 0.311
C -1.966 0.676 -0.059 -0.617
C -0.241 -0.944 0.267 -0.337
H -2.597 0.221 0.717 0.310
H 1.168 0.725 -1.287 0.188
C 1.751 0.173 -0.538 -0.250
H 1.730 -1.692 0.582 0.287
H -1.446 1.548 0.361 0.271
H -0.733 -1.509 1.059 0.416

# 3
14
Properties=species:S:1:pos:R:3:mulliken_charge:R:1 method="wB97M-V/def2-TZVPD" e_tot_ev=-8371.0458 multiplicity=1 smiles=CCO[C@@H]1CO1 homo_energy_ev=-10.0
H 1.754 0.967 -0.809 0.217
O -0.323 0.078 0.801 -0.315
H -2.302 -1.091 -1.578 0.382
H -2.710 0.046 -0.274 0.299
C -2.023 -0.750 -0.577 -1.258
H 0.985 0.580 2.221 0.400
H -2.118 -1.579 0.130 0.307
C 0.970 0.351 1.157 0.115
C 1.982 0.882 0.251 -0.401
H 2.762 1.552 0.610 0.258
H 0.116 -0.984 -0.916 0.344
C -0.600 -0.236 -0.554 -0.220
O 2.020 -0.475 0.724 -0.422
H -0.513 0.660 -1.185 0.296

These records have ΔE to the lowest compared entry with this formula, charge and spin values of 155.2 339.4 215.7 kJ/mol, in the order they appear.
These records have lowest unoccupied orbital energy values of 0.92 0.89 1.09 eV, in the order they appear.
These records have HOMO-LUMO gap values of 0.400 0.357 0.406 Eh, in the order they appear.